1.
{"formula": "C7H12N3O", "method": "ωB97M-V/def2-TZVPD", "multiplicity": 3, "de_lowest_kcal_mol": 14.6, "orbital_gap_ev": [7.16, 4.55], "e_homo_ha": [-0.37469, -0.45132], "total_energy_ha": -512.98880, "charge": 1, "elements": ["C", "C", "C", "C", "C", "C", "C", "N", "N", "N", "O", "H", "H", "H", "H", "H", "H", "H", "H", "H", "H", "H", "H"], "coordinates": [[-0.05931, -1.33505, -1.63890], [0.01050, 1.58182, 0.22843], [-1.00175, -0.19425, -1.23621], [1.22420, -1.17233, -0.85195], [0.16033, 2.17396, 1.37466], [-0.58923, 0.14843, 0.20544], [0.68884, -0.59059, 0.45976], [-0.34704, -2.16923, -2.50423], [1.09280, -0.78979, 1.73797], [-1.51225, 0.05580, 1.29258], [0.31692, 2.08724, -1.00693], [-1.19771, 0.59138, -2.01036], [-2.13002, -0.45725, -1.15560], [1.61054, -2.25236, -0.69285], [2.04322, -0.48781, -1.28428], [0.01574, 1.66470, 2.37252], [0.52835, 3.09817, 1.42645], [0.08635, -2.98252, -2.95314], [0.43494, -0.40491, 2.55146], [1.88324, -1.28843, 2.01128], [0.89224, 2.87421, -0.96055], [-2.22096, 0.75752, 1.32062], [-1.92994, -0.90870, 1.31383]], "mulliken_charge": [0.338, 0.539, -1.112, -0.487, -1.111, 1.552, -0.550, -0.606, -0.347, -0.568, -0.382, 0.399, 0.354, 0.401, 0.201, 0.238, 0.435, 0.260, 0.270, 0.204, 0.407, 0.250, 0.314]}

***

2.
{"formula": "C27H48ClIrO2P", "method": "ωB97M-V/def2-TZVPD", "multiplicity": 5, "de_lowest_kcal_mol": 97.2, "orbital_gap_ev": [2.97, 5.93], "e_homo_ha": [-0.00995, -0.11973], "total_energy_ha": -2113.65596, "charge": -1, "elements": ["Ir", "Cl", "P", "C", "H", "H", "C", "C", "C", "H", "C", "H", "H", "C", "H", "H", "C", "H", "H", "C", "H", "H", "H", "H", "C", "C", "H", "C", "H", "H", "C", "H", "H", "C", "H", "H", "C", "H", "H", "H", "H", "C", "H", "C", "H", "H", "C", "H", "H", "C", "H", "H", "C", "H", "H", "H", "H", "C", "C", "H", "C", "H", "C", "H", "H", "C", "H", "H", "C", "H", "H", "H", "H", "C", "C", "O", "O", "H", "H", "H"], "coordinates": [[-2.02291, 0.83075, 0.26508], [-1.72747, 1.35821, 2.53182], [-0.24592, -0.54548, 0.35690], [2.14005, 3.27810, -0.35863], [3.22595, 3.22858, -0.07942], [1.63661, 2.44982, 0.28588], [-1.87815, -1.42852, 0.99260], [1.09453, -0.59053, 1.69628], [-1.92277, -2.94864, 0.87216], [-1.96536, -1.17295, 2.06417], [-3.19344, -3.39391, 1.60866], [-1.94085, -3.23479, -0.18713], [-1.03606, -3.39674, 1.33574], [-4.49082, -2.72399, 1.13059], [-3.29449, -4.48140, 1.55215], [-3.05863, -3.14377, 2.66727], [-4.36949, -1.22060, 1.01058], [-4.76090, -3.11949, 0.14337], [-5.30795, -2.94083, 1.82098], [-3.11874, -0.93417, 0.16648], [-5.21469, -0.76667, 0.48557], [-4.24223, -0.70291, 1.97035], [-3.11081, -1.47061, -0.79930], [-3.52883, 0.32407, -0.23442], [0.47761, -1.46395, -1.09982], [2.52691, -0.42798, 1.16249], [0.80296, 0.30098, 2.27986], [3.56379, -0.39732, 2.29494], [2.76412, -1.27160, 0.50012], [2.60600, 0.47947, 0.54628], [3.46018, -1.59706, 3.24294], [4.57043, -0.35749, 1.86063], [3.43341, 0.52521, 2.87491], [2.02325, -1.83373, 3.71745], [3.84575, -2.49992, 2.75075], [4.10551, -1.42836, 4.11472], [0.99329, -1.84133, 2.57897], [1.95696, -2.78230, 4.26449], [1.74844, -1.04130, 4.42483], [1.16381, -2.73482, 1.95793], [-0.01323, -1.92925, 3.01098], [-0.50234, -1.55101, -2.27196], [1.31217, -0.80107, -1.40054], [0.19098, -2.12916, -3.51644], [-1.34835, -2.19606, -1.98703], [-0.91592, -0.55957, -2.50571], [0.90881, -3.45576, -3.24596], [-0.55326, -2.26315, -4.30862], [0.91524, -1.39501, -3.89003], [1.79246, -3.42228, -1.99425], [0.16023, -4.24960, -3.13020], [1.52113, -3.72595, -4.11494], [1.08079, -2.83881, -0.76967], [2.14979, -4.43033, -1.75193], [2.68668, -2.81907, -2.19883], [0.28254, -3.51878, -0.43824], [1.80300, -2.77597, 0.05505], [-1.33230, 1.92334, -1.04349], [2.00662, 3.03849, -1.70797], [-0.41921, 1.65781, -1.65205], [1.45477, 3.88449, -2.77402], [1.74257, 2.01601, -1.87352], [0.20002, 4.80026, -2.53176], [2.26826, 4.47374, -3.18845], [1.12863, 3.25028, -3.59849], [-1.15456, 4.06129, -2.69818], [0.27011, 5.20255, -1.52129], [0.24592, 5.68671, -3.20974], [-1.77599, 3.22418, -1.57017], [-1.86811, 4.87006, -2.89477], [-1.17079, 3.49284, -3.62722], [-2.21382, 3.88805, -0.82418], [-2.50640, 2.57496, -2.05981], [0.69388, 4.49941, 2.42975], [0.36618, 4.36495, 0.98036], [-0.78257, 4.18045, 0.61680], [1.42848, 4.45682, 0.11527], [0.24387, 5.43466, 2.77577], [1.77292, 4.51040, 2.55680], [0.22176, 3.68705, 2.98948]], "mulliken_charge": [-0.008, -0.570, 0.028, 0.948, 0.327, -0.390, -1.456, 0.550, -0.453, 0.836, -0.817, 0.243, 0.234, -0.741, 0.414, 0.348, -0.550, 0.286, 0.431, 0.318, 0.393, 0.338, 0.181, -0.475, 0.411, -0.182, 0.631, -0.934, 0.176, -0.207, -0.680, 0.404, 0.355, -1.061, 0.324, 0.338, -0.441, 0.414, 0.386, 0.068, 0.244, -0.499, 0.411, -0.864, 0.149, 0.084, -0.767, 0.411, 0.380, -1.070, 0.327, 0.400, -0.531, 0.417, 0.372, 0.183, 0.066, 0.543, -0.676, -0.576, -0.821, 0.014, -0.341, 0.431, 0.283, -1.117, 0.127, 0.389, -0.264, 0.365, 0.346, 0.360, 0.235, -1.135, 0.630, -0.415, -0.399, 0.351, 0.321, 0.220]}

***

> Among the records above, which one has the lowest multiplicity?

C7H12N3O